(1)
The following is a DFT calculation (ωB97M-V with the def2-TZVPD basis set) of a molecular structure, C28H36BiP2Si at a distorted geometry.

The total energy is -2275.0002 hartree. The LUMO energy comes out at -3.22 eV. The net charge is +1. For the max |F|, the calculation gives 1.9 eV/A. For the energy above the lowest of the compared OMol25 structures with the same formula, charge and spin, the calculation gives 0.0 kJ/mol. The HOMO energy is -9.127 eV. The value obtained for the orbital gap is 5.90 eV.

Last column: Löwdin charge in e.
CARTESIAN COORDINATES (ANGSTROEM)
C: -1.43 -1.75 -2.50  -0.3125
C: -0.06 -2.17 -2.34  -0.2928
C: -0.04 -3.18 -1.33  -0.2225
H: 0.77 -1.87 -2.96  0.0889
C: -1.37 -3.39 -0.88  -0.2142
C: -2.22 -2.50 -1.59  -0.2695
H: -3.31 -2.45 -1.52  0.0860
H: -1.81 -1.09 -3.27  0.0863
H: 0.83 -3.74 -1.04  0.0851
H: -1.70 -4.13 -0.16  0.0821
Bi: -0.64 -0.58 -0.21  1.3257
C: 4.70 2.10 2.12  -0.0503
H: 4.25 1.34 2.75  0.0132
H: 5.50 1.66 1.52  0.0267
H: 3.95 2.53 1.46  -0.0239
Si: 1.87 0.57 0.09  0.5727
C: 1.71 1.86 -1.26  -0.3903
C: 1.37 1.65 -2.62  -0.1167
H: 1.08 0.65 -2.99  0.0985
C: 1.32 2.73 -3.50  -0.0927
H: 1.03 2.57 -4.55  0.1120
C: 1.62 4.03 -3.09  -0.0768
H: 1.60 4.88 -3.79  0.1177
C: 1.92 4.24 -1.74  -0.0741
H: 2.11 5.24 -1.38  0.1049
C: 1.92 3.17 -0.82  -0.1327
H: 2.07 3.39 0.24  0.0904
C: 3.09 -0.72 -0.47  -0.3368
C: 3.98 -0.44 -1.52  -0.0883
H: 3.92 0.51 -2.06  0.0997
C: 4.92 -1.40 -1.95  -0.0680
H: 5.62 -1.15 -2.73  0.1061
C: 4.95 -2.67 -1.37  -0.0732
H: 5.73 -3.41 -1.68  0.1200
C: 4.02 -2.99 -0.38  -0.0864
H: 4.01 -3.99 0.03  0.1076
C: 3.09 -2.04 0.06  -0.1176
H: 2.33 -2.34 0.78  0.0741
H: 2.06 1.06 1.46  -0.0453
H: 5.12 2.89 2.75  0.0232
C: -1.92 2.45 -1.13  -0.2565
P: -2.65 1.05 -0.21  0.7472
C: -4.02 0.52 -1.28  -0.2294
C: -3.26 1.00 1.52  -0.3422
C: -4.53 1.59 1.74  -0.0830
C: -5.26 1.33 2.90  -0.0578
C: -4.74 0.51 3.88  -0.0493
C: -3.48 -0.07 3.71  -0.1008
C: -2.74 0.09 2.53  -0.3463
P: -1.45 -1.22 2.21  0.7703
C: -2.35 -2.79 2.41  -0.2409
C: 0.22 -1.68 2.93  -0.2646
H: -1.52 2.06 -2.10  0.0655
H: -1.08 2.92 -0.58  0.0550
H: -2.67 3.21 -1.36  0.0479
H: -4.48 -0.40 -0.87  0.0633
H: -4.77 1.31 -1.35  0.0563
H: -3.61 0.33 -2.28  0.0528
H: -5.02 2.15 0.94  0.1104
H: -6.29 1.69 2.97  0.1228
H: -5.36 0.26 4.76  0.1267
H: -3.12 -0.72 4.52  0.1139
H: -3.20 -2.81 1.71  0.0594
H: -1.63 -3.60 2.20  0.0572
H: -2.72 -2.87 3.44  0.0530
H: 0.97 -0.87 2.83  0.0228
H: 0.62 -2.58 2.40  0.0601
H: 0.16 -1.95 3.99  0.0494

---

(2)
The following is a DFT calculation (ωB97M-V with the def2-TZVPD basis set) of 3 unconnected molecules or ions with the total composition C22H24N3O12S2 at a distorted geometry.

The total energy is -2716.2272 hartree. The LUMO energy comes out at -0.12 eV. The net charge is -1. For the max |F|, the calculation gives 4.0 eV/A. The HOMO energy is -4.533 eV. The value obtained for the orbital gap is 4.41 eV.

Last column: Löwdin charge in e.
CARTESIAN COORDINATES (ANGSTROEM)
C: -3.88 0.93 6.62  0.0061
C: -3.48 1.31 5.14  -0.5067
O: -2.32 1.27 4.83  0.1154
O: -4.52 1.66 4.32  -0.0426
C: -4.09 2.34 3.11  -0.1664
C: -3.72 1.26 2.03  -0.1811
C: -2.91 1.88 0.81  -0.1929
C: -1.52 2.43 1.37  -0.1631
C: -0.50 2.63 0.18  -0.1933
N: 0.51 3.67 0.41  -0.2045
N: 0.91 4.12 -0.87  -0.0295
C: 1.63 3.21 1.24  -0.6137
S: 3.01 4.49 1.11  0.7714
N: 2.24 1.91 0.81  0.0707
C: 3.42 1.79 1.14  -0.8098
S: 4.70 1.28 2.00  0.6184
C: 1.29 3.18 2.81  -0.7080
O: 1.53 2.21 3.53  -0.0235
O: 0.75 4.28 3.25  -0.1346
H: -5.01 0.88 6.66  0.0761
H: -3.52 1.67 7.36  0.0855
H: -3.49 -0.10 6.83  0.0829
H: -4.94 2.94 2.71  0.1308
H: -3.26 3.04 3.36  0.1246
H: -4.67 0.81 1.63  0.1081
H: -3.10 0.43 2.45  0.1090
H: -2.76 1.05 0.07  0.0792
H: -3.49 2.72 0.34  0.1124
H: -1.15 1.64 2.09  0.1211
H: -1.64 3.38 1.95  0.1138
H: -0.10 1.62 -0.10  0.0937
H: -1.11 2.97 -0.70  0.1132
H: 1.68 3.58 -1.26  0.0656
H: 1.06 5.12 -0.90  0.0614
H: 2.60 5.60 1.80  -0.1049
C: -0.46 -0.56 -3.41  0.0772
C: -0.35 -1.46 -4.38  -0.2507
C: -0.95 -2.82 -4.25  -0.3248
O: -0.85 -3.61 -5.18  0.0965
C: -1.64 -3.16 -3.01  0.0710
C: -1.74 -2.25 -2.03  -0.2247
C: -1.16 -0.88 -2.17  -0.2932
O: -1.30 -0.08 -1.26  0.1109
O: -2.37 -2.53 -0.87  0.1105
O: 0.30 -1.19 -5.53  0.0894
H: -0.03 0.43 -3.49  0.1442
H: -2.05 -4.15 -2.92  0.1339
H: -2.30 -1.72 -0.33  0.1200
H: 0.24 -2.00 -6.07  0.1160
C: 2.97 -4.25 -1.28  0.0854
C: 4.03 -5.06 -1.34  -0.2295
C: 5.04 -4.94 -2.44  -0.3158
O: 6.00 -5.69 -2.45  0.1041
C: 4.82 -3.93 -3.47  0.0751
C: 3.76 -3.12 -3.41  -0.2215
C: 2.76 -3.22 -2.30  -0.2939
O: 1.82 -2.45 -2.27  0.1247
O: 3.53 -2.18 -4.35  0.1086
O: 4.24 -6.02 -0.42  0.1028
H: 2.23 -4.32 -0.49  0.1397
H: 5.55 -3.86 -4.27  0.1351
H: 2.71 -1.73 -4.08  0.1081
H: 5.07 -6.46 -0.69  0.1162

---

(3)
The following is a DFT calculation (ωB97M-V with the def2-TZVPD basis set) of 7 unconnected molecules or ions with the total composition C29H44BN7 at a distorted geometry.

The total energy is -1539.5289 hartree. The LUMO energy comes out at 0.55 eV. For the max |F|, the calculation gives 1.3 eV/A. Its SMILES is c1cc[nH]c1.c1cc[nH]c1.c1cc[nH]c1.c1cc[nH]c1.c1cc[nH]c1.c1cc[nH]c1.CCCBNCC. The HOMO energy is -8.123 eV. The value obtained for the orbital gap is 8.67 eV.

Last column: Löwdin charge in e.
CARTESIAN COORDINATES (ANGSTROEM)
C: 1.61 3.07 1.77  -0.1014
C: 0.71 2.78 0.56  -0.2569
C: -0.81 2.85 0.90  -0.1698
B: -1.34 1.56 1.63  -0.2871
N: -0.94 1.19 2.95  0.0493
C: -0.51 -0.20 3.20  -0.2634
C: 0.29 -0.85 2.09  -0.0916
H: 1.04 3.18 2.69  0.0573
H: 2.35 2.29 1.93  0.0676
H: 2.14 4.01 1.62  0.0606
H: 0.89 1.81 0.11  0.0940
H: 0.89 3.57 -0.17  0.0841
H: -1.33 2.98 -0.05  0.0717
H: -0.98 3.77 1.47  0.0937
H: -2.15 0.87 1.08  0.0795
H: -0.33 1.86 3.38  0.0882
H: 0.14 -0.17 4.08  0.1083
H: -1.36 -0.81 3.50  0.1064
H: 1.10 -0.20 1.77  0.0757
H: -0.31 -1.21 1.26  0.0687
H: 0.78 -1.73 2.52  0.0378
N: -1.77 3.75 -3.93  0.0081
C: -0.67 3.21 -3.32  -0.1438
C: 0.37 4.08 -3.51  -0.1127
C: -0.12 5.18 -4.25  -0.1275
C: -1.45 4.95 -4.49  -0.1579
H: -2.68 3.32 -3.95  0.1437
H: -0.72 2.26 -2.81  0.1061
H: 1.38 3.94 -3.15  0.0918
H: 0.43 6.05 -4.57  0.0951
H: -2.19 5.53 -5.02  0.1101
N: -2.14 -5.11 1.00  0.0070
C: -1.16 -4.27 1.43  -0.1560
C: -0.12 -4.35 0.54  -0.1299
C: -0.49 -5.28 -0.46  -0.0988
C: -1.75 -5.74 -0.15  -0.1422
H: -3.02 -5.26 1.47  0.1497
H: -1.28 -3.68 2.33  0.1067
H: 0.81 -3.80 0.61  0.0909
H: 0.09 -5.59 -1.31  0.0947
H: -2.38 -6.45 -0.64  0.1124
N: -0.40 2.57 -8.20  0.0016
C: -0.06 3.77 -7.62  -0.1303
C: 0.43 4.58 -8.62  -0.1090
C: 0.39 3.84 -9.83  -0.1168
C: -0.13 2.61 -9.54  -0.1479
H: -0.78 1.79 -7.70  0.1411
H: -0.19 3.94 -6.57  0.0787
H: 0.79 5.58 -8.48  0.0878
H: 0.70 4.17 -10.81  0.0873
H: -0.33 1.75 -10.17  0.1021
N: 1.96 -4.49 3.38  0.0169
C: 3.07 -5.28 3.54  -0.1485
C: 3.76 -4.82 4.63  -0.1104
C: 3.05 -3.70 5.14  -0.1058
C: 1.94 -3.53 4.35  -0.1448
H: 1.28 -4.60 2.66  0.0956
H: 3.27 -6.10 2.87  0.1037
H: 4.68 -5.23 5.01  0.0901
H: 3.31 -3.10 6.00  0.0905
H: 1.14 -2.80 4.40  0.0924
N: 0.39 -8.52 3.12  0.0087
C: -0.71 -8.13 2.40  -0.1371
C: -1.49 -9.24 2.21  -0.1123
C: -0.84 -10.33 2.84  -0.1145
C: 0.32 -9.85 3.39  -0.1417
H: 1.13 -7.91 3.41  0.1315
H: -0.84 -7.11 2.09  0.0820
H: -2.43 -9.26 1.68  0.0859
H: -1.18 -11.35 2.88  0.0881
H: 1.09 -10.35 3.95  0.1047
N: -1.29 8.13 0.49  0.0009
C: -1.23 8.71 1.73  -0.1440
C: -0.33 8.00 2.48  -0.1115
C: 0.17 6.95 1.66  -0.1128
C: -0.44 7.06 0.44  -0.1386
H: -1.86 8.44 -0.27  0.1425
H: -1.83 9.57 1.96  0.1037
H: -0.07 8.21 3.50  0.0886
H: 0.90 6.21 1.94  0.0777
H: -0.33 6.47 -0.46  0.1040